Density functional theory data (ωB97M-V/def2-TZVPD) for a 3-piece molecular cluster, C21H42FN3O7S overall.

The HOMO-LUMO gap is 9.17 eV. The value obtained for the total energy is -54801.14756 eV.

The geometry in ORCA input format:
```
! RIJCOSX wB97M-V def2-TZVPD def2/J DEFGRID3
* xyz 0 1
C 3.847 -0.400 2.006
C 2.216 -0.550 1.670
N 1.358 -0.490 2.738
C 1.824 -0.703 0.088
C 0.436 -1.520 -0.235
C 0.458 -2.862 0.710
C -0.441 -4.114 0.150
C -0.649 -5.307 1.303
F -1.635 -6.333 0.834
O 0.743 -2.095 -1.570
S -0.593 -2.070 -2.684
O -0.445 -1.259 -3.993
O -1.157 -3.443 -3.167
O -1.726 -1.554 -1.493
C -0.960 -0.716 -0.512
C -1.968 -0.291 0.703
C -2.773 -1.523 1.421
C -4.160 -1.982 0.652
C -5.374 -0.886 0.923
N -6.076 -0.659 -0.398
O -0.491 0.374 -1.431
C -0.526 1.680 -0.754
N -0.734 2.870 -0.231
H 3.943 0.187 3.015
H 4.420 -1.420 1.968
H 4.266 0.335 1.163
H 0.398 -0.545 2.356
H 1.904 0.359 -0.397
H 2.698 -1.348 -0.407
H 1.588 -3.217 0.864
H 0.068 -2.631 1.807
H -0.041 -4.593 -0.856
H -1.551 -3.754 -0.100
H -1.169 -4.750 2.215
H 0.401 -5.755 1.561
H -2.806 0.404 0.213
H -1.472 0.386 1.543
H -2.138 -2.479 1.643
H -3.124 -1.113 2.486
H -4.020 -2.270 -0.473
H -4.514 -2.977 1.206
H -4.842 0.074 1.363
H -6.122 -1.361 1.721
H -7.050 -0.331 -0.163
H -5.525 0.120 -0.869
C -0.221 2.866 3.306
C -1.489 3.680 3.124
O -2.084 4.081 4.355
C -1.305 4.929 5.193
C -0.969 6.265 4.551
H -0.391 2.032 3.995
H 0.121 2.469 2.345
H 0.588 3.474 3.723
H -2.231 3.061 2.609
H -1.313 4.551 2.484
H -0.399 4.411 5.524
H -1.904 5.115 6.091
H -0.282 6.142 3.710
H -0.492 6.930 5.278
H -1.873 6.749 4.168
C 4.393 1.680 -6.377
C 4.113 0.198 -6.548
O 4.701 -0.609 -5.531
C 4.259 -0.374 -4.197
C 2.776 -0.642 -3.999
H 5.466 1.860 -6.250
H 4.040 2.240 -7.249
H 3.887 2.083 -5.495
H 4.549 -0.133 -7.496
H 3.038 0.003 -6.616
H 4.523 0.639 -3.879
H 4.826 -1.059 -3.557
H 2.163 0.088 -4.536
H 2.514 -0.582 -2.938
H 2.508 -1.635 -4.375
*
```